# 1
Density functional theory data (wB97M-V/def2-TZVPD) for 6 unconnected molecules or ions with the total composition H12O6.

Last column: Mulliken charge in e.
CARTESIAN COORDINATES (ANGSTROEM)
O1 0.809 1.570 0.389  -0.794
H1 1.244 2.460 0.306  0.291
H2 0.309 1.581 -0.584  0.451
O2 -0.659 1.379 -1.667  -0.791
H3 -1.225 0.869 -0.872  0.411
H4 -0.157 0.705 -2.175  0.412
O3 0.565 -1.143 -1.752  -0.747
H5 1.005 -1.265 -0.793  0.403
H6 -0.333 -1.381 -1.383  0.333
O4 -2.025 -0.699 0.000  -0.752
H7 -3.129 -0.581 0.139  0.325
H8 -1.662 -0.758 0.921  0.424
O5 -0.625 -0.191 2.029  -0.743
H9 -0.106 0.605 1.696  0.388
H10 0.132 -0.819 2.189  0.379
O6 1.848 -0.940 0.866  -0.708
H11 2.805 -1.256 0.809  0.297
H12 1.806 0.037 0.823  0.420

Results
* lowest unoccupied orbital energy: 0.43 eV
* Kohn-Sham gap: 11.36 eV
* charge: 0
* structure (SMILES): O.O.O.O.O.O

# 2
Density functional theory data (wB97M-V/def2-TZVPD) for 5 unconnected molecules or ions with the total composition C36H42NO10.

Last column: Mulliken charge in e.
CARTESIAN COORDINATES (ANGSTROEM)
C1 -7.825 -5.853 -2.865  -1.031
C2 -7.648 -6.387 -1.392  -0.481
C3 -6.607 -5.465 -0.660  -0.695
C4 -5.143 -5.681 -1.192  -0.884
C5 -4.346 -4.373 -0.821  0.459
C6 -2.805 -4.580 -0.951  -1.371
N1 -1.988 -3.546 -0.251  0.104
C7 -2.540 -3.129 1.091  0.331
C8 -2.873 -1.612 1.018  -0.774
C9 -4.151 -1.151 1.784  -0.713
C10 -3.905 -0.884 3.314  -0.680
O1 -4.211 -1.997 4.138  -0.418
C11 -5.602 -2.258 4.173  -0.563
C12 -3.720 -4.059 1.450  -1.006
O2 -4.775 -3.978 0.489  -0.309
H1 -7.643 -6.647 -3.607  0.292
H2 -7.060 -5.071 -3.054  0.263
H3 -8.824 -5.401 -2.960  0.326
H4 -7.254 -7.421 -1.362  0.290
H5 -8.595 -6.309 -0.830  0.344
H6 -6.910 -4.419 -0.883  0.329
H7 -6.691 -5.652 0.422  0.304
H8 -4.717 -6.567 -0.683  0.384
H9 -5.170 -5.855 -2.282  0.398
H10 -4.649 -3.597 -1.555  0.333
H11 -2.570 -5.567 -0.508  0.444
H12 -2.545 -4.673 -2.023  0.445
H13 -1.869 -2.759 -0.898  0.404
H14 -1.049 -3.936 -0.147  0.410
H15 -1.721 -3.295 1.818  0.400
H16 -2.017 -1.083 1.485  0.044
H17 -2.938 -1.207 -0.012  0.723
H18 -4.410 -0.152 1.371  0.380
H19 -5.043 -1.775 1.606  0.308
H20 -4.633 -0.081 3.581  0.387
H21 -2.908 -0.454 3.507  0.378
H22 -5.904 -2.954 3.354  0.172
H23 -5.850 -2.779 5.115  0.261
H24 -6.231 -1.352 4.081  0.324
H25 -3.408 -5.113 1.625  0.381
H26 -4.180 -3.737 2.403  0.310
C13 1.447 2.208 0.839  -0.342
C14 0.673 1.363 0.162  -0.348
C15 0.842 -0.100 0.291  0.509
O3 0.131 -0.875 -0.332  -0.602
C16 1.899 -0.594 1.199  -0.468
C17 2.675 0.249 1.878  -0.543
C18 2.506 1.715 1.749  0.329
O4 3.211 2.484 2.368  -0.550
H27 1.340 3.278 0.758  0.449
H28 -0.106 1.704 -0.507  0.505
H29 2.007 -1.668 1.281  0.457
H30 3.451 -0.093 2.544  0.618
C19 1.464 7.411 -1.334  -0.393
C20 1.201 6.217 -0.806  -0.194
C21 0.634 5.125 -1.627  0.465
O5 0.391 4.034 -1.145  -0.460
C22 0.371 5.407 -3.055  -0.426
C23 0.634 6.600 -3.583  -0.418
C24 1.202 7.693 -2.763  0.283
O6 1.446 8.780 -3.244  -0.588
H31 1.879 8.223 -0.750  0.435
H32 1.387 5.993 0.236  0.435
H33 -0.043 4.595 -3.639  0.427
H34 0.449 6.825 -4.626  0.428
C25 6.618 -2.793 1.638  -0.415
C26 7.946 -2.875 1.694  -0.378
C27 8.726 -2.046 2.642  0.290
O7 9.933 -2.118 2.692  -0.521
C28 7.973 -1.125 3.524  -0.395
C29 6.645 -1.044 3.467  -0.255
C30 5.867 -1.873 2.520  0.559
O8 4.653 -1.801 2.469  -0.528
H35 6.030 -3.391 0.952  0.401
H36 8.512 -3.543 1.058  0.403
H37 8.560 -0.527 4.210  0.414
H38 6.079 -0.376 4.103  0.412
C31 5.967 8.852 -3.311  -0.433
C32 4.927 8.021 -3.374  -0.176
C33 5.074 6.585 -3.048  0.482
O9 4.127 5.824 -3.106  -0.518
C34 6.416 6.106 -2.648  -0.364
C35 7.455 6.937 -2.585  -0.365
C36 7.310 8.374 -2.911  0.320
O10 8.255 9.130 -2.851  -0.532
H39 5.880 9.905 -3.546  0.435
H40 3.938 8.354 -3.664  0.335
H41 6.502 5.053 -2.413  0.409
H42 8.444 6.605 -2.295  0.406

Results
* lowest unoccupied orbital energy: -3.46 eV
* Kohn-Sham gap: 8.09 eV
* charge: +1

# 3
Density functional theory data (wB97M-V/def2-TZVPD) for a molecular structure, C31H29As2N6ReS3.

Last column: Mulliken charge in e.
CARTESIAN COORDINATES (ANGSTROEM)
Re1 -0.689 0.781 -0.263  1.131
S1 -0.625 0.254 2.024  -0.448
C1 1.108 0.263 2.315  0.578
C2 1.666 -0.506 3.328  -0.840
C3 3.043 -0.539 3.499  0.669
C4 3.596 -1.431 4.478  -0.324
N1 4.000 -2.182 5.248  -0.481
C5 3.872 0.249 2.688  0.549
C6 3.310 1.062 1.714  -1.011
C7 1.937 1.053 1.512  0.479
S2 1.221 1.966 0.190  -0.335
C8 5.299 0.180 2.810  -0.302
N2 6.444 0.115 2.867  -0.488
H1 1.036 -1.114 3.964  0.605
H2 3.951 1.662 1.082  0.511
C9 -3.955 1.610 1.449  -1.231
As1 -2.509 2.403 0.445  1.012
C10 -1.968 3.910 1.527  -1.167
C11 -3.344 3.167 -1.123  0.128
C12 -4.589 3.782 -1.072  -0.853
C13 -5.162 4.279 -2.234  -0.697
C14 -4.493 4.162 -3.444  -0.748
C15 -3.246 3.556 -3.498  -0.695
C16 -2.668 3.057 -2.337  0.391
As2 -0.895 2.277 -2.303  0.596
C17 0.232 3.849 -2.393  -1.170
C18 -0.658 1.455 -4.038  -1.286
H3 -4.657 2.377 1.770  0.488
H4 -3.534 1.117 2.323  0.423
H5 -4.459 0.877 0.824  0.363
H6 -2.817 4.569 1.703  0.467
H7 -1.175 4.454 1.017  0.335
H8 -1.587 3.529 2.473  0.375
H9 -5.125 3.871 -0.135  0.356
H10 -6.134 4.753 -2.196  0.415
H11 -4.944 4.543 -4.351  0.416
H12 -2.738 3.478 -4.451  0.340
H13 -0.041 4.441 -3.264  0.471
H14 1.278 3.553 -2.456  0.413
H15 0.088 4.442 -1.491  0.328
H16 -0.830 2.183 -4.828  0.483
H17 -1.351 0.622 -4.134  0.366
H18 0.363 1.085 -4.112  0.412
S3 -2.320 -0.584 -1.149  -0.449
C19 -1.517 -2.104 -0.857  0.572
N3 -2.202 -3.223 -0.966  -0.715
N4 -1.742 -4.353 -0.549  0.152
C20 -0.716 -4.655 0.414  0.687
C21 0.078 -5.764 0.183  -0.469
C22 1.013 -6.141 1.140  -0.543
C23 1.134 -5.422 2.317  -0.701
C24 0.312 -4.323 2.544  -0.530
C25 -0.617 -3.929 1.596  -0.183
N5 -0.172 -2.126 -0.711  -0.516
N6 0.409 -1.000 -0.655  0.369
C26 1.843 -1.152 -0.698  -0.050
C27 2.452 -2.106 0.109  0.274
C28 3.832 -2.236 0.082  -0.837
C29 4.594 -1.437 -0.760  -0.620
C30 3.972 -0.511 -1.586  -0.673
C31 2.594 -0.361 -1.556  -0.070
H19 -2.323 -5.136 -0.816  0.271
H20 -0.019 -6.320 -0.741  0.451
H21 1.644 -7.001 0.959  0.407
H22 1.859 -5.717 3.064  0.462
H23 0.389 -3.774 3.473  0.394
H24 -1.246 -3.070 1.780  0.439
H25 1.846 -2.722 0.760  0.312
H26 4.314 -2.961 0.726  0.473
H27 5.671 -1.538 -0.772  0.442
H28 4.564 0.096 -2.259  0.452
H29 2.102 0.355 -2.200  0.175

Results
* expectation value of S²: 0.80
* lowest unoccupied orbital energy (spin up / spin down): -4.58 / -4.64 eV
* Kohn-Sham gap (spin up / spin down): 5.71 / 5.93 eV
* charge: +1
* multiplicity: 2